Computed, not measured: a molecular structure, C35H31N2O3PdSb, with wB97M-V/def2-TZVPD.

Output
* energy: -55937.7327 eV
* energy above the lowest of the compared OMol25 structures with the same formula, charge and spin: 0.0 kcal/mol
* orbital gap: 7.79 eV
* 2S+1: 1

Structure (XYZ):
```
73
Properties=species:S:1:pos:R:3:forces:R:3:lowdin_charge:R:1
Pd -0.1994 -0.1503 -0.1892 0.004 -0.374 -0.041 0.9676
O -0.1155 -0.2502 1.7772 0.184 0.062 0.048 -0.2205
C -1.0606 -0.7343 2.5329 0.003 0.144 -0.090 -0.3662
C -0.8285 -0.7455 3.9254 0.003 -0.016 0.052 -0.0304
C -1.7788 -1.1861 4.8096 0.130 0.039 0.059 -0.0883
C -3.0180 -1.6473 4.3631 -0.095 -0.033 -0.023 -0.1044
C -3.2644 -1.6567 3.0163 -0.047 -0.020 -0.070 -0.0536
C -2.3147 -1.2127 2.0784 -0.057 -0.017 -0.128 -0.1454
C -2.6955 -1.2781 0.6913 -0.008 -0.003 -0.261 -0.0528
N -1.9683 -0.9189 -0.3032 0.064 0.073 -0.346 -0.1298
N -2.4669 -1.0495 -1.6097 -0.939 -0.452 1.298 0.0926
C -1.6160 -0.6306 -2.4710 0.218 0.153 -0.344 -0.4857
O -0.4535 -0.1608 -2.1815 0.846 0.347 0.044 -0.1971
C -1.9952 -0.6705 -3.8990 0.020 0.012 -0.191 -0.1493
C -1.0892 -0.2435 -4.8626 -0.012 -0.004 0.084 -0.0272
C -1.4378 -0.2630 -6.2015 0.017 0.010 -0.061 -0.0837
C -2.6913 -0.7090 -6.5845 -0.037 -0.007 -0.064 -0.0913
C -3.5964 -1.1365 -5.6237 -0.054 -0.011 -0.140 -0.0820
C -3.2521 -1.1180 -4.2872 -0.048 -0.019 0.044 -0.0309
H 0.1323 -0.3894 4.2665 0.086 0.033 0.027 0.1140
H -1.5617 -1.1773 5.8686 0.030 0.010 0.084 0.1028
H -3.7608 -1.9915 5.0636 -0.099 -0.043 0.068 0.0957
H -4.2167 -2.0131 2.6452 -0.056 -0.022 -0.024 0.1093
H -3.6786 -1.6687 0.4382 0.015 0.002 0.029 0.1344
H -0.1146 0.0982 -4.5508 0.080 0.024 0.036 0.1065
H -0.7292 0.0685 -6.9462 0.052 0.025 -0.065 0.1001
H -2.9635 -0.7245 -7.6304 -0.022 -0.003 -0.059 0.0997
H -4.5753 -1.4847 -5.9203 -0.064 -0.023 -0.027 0.1012
H -3.9494 -1.4464 -3.5325 -0.032 -0.017 0.067 0.1060
C 1.9560 1.9019 -2.0415 -0.022 0.026 -0.049 -0.0216
C 2.4758 1.3127 -0.7734 -0.177 -0.223 0.197 -0.4519
C 3.8299 1.7452 -0.3051 -0.035 -0.129 -0.015 0.0145
O 1.8315 0.5234 -0.0847 0.188 0.228 -0.208 -0.0629
H 2.6782 1.7163 -2.8409 -0.032 0.005 0.022 0.1018
H 1.8963 2.9886 -1.9183 0.022 -0.011 -0.010 0.0882
H 0.9856 1.4917 -2.3059 -0.001 0.000 -0.023 0.0423
H 4.4891 1.9955 -1.1339 -0.007 -0.024 -0.022 0.0902
H 4.2667 0.9784 0.3279 0.032 -0.015 0.037 0.0966
H 3.6881 2.6458 0.2934 -0.023 0.148 0.091 0.0755
C 3.4303 5.0344 2.0091 0.048 0.017 0.005 -0.0984
C 2.9244 5.5067 0.8093 0.039 0.058 -0.027 -0.0927
C 1.7429 4.9875 0.2992 -0.024 0.078 -0.144 -0.1424
C 1.0527 3.9915 0.9793 -0.066 -0.061 -0.030 -0.3742
C 1.5828 3.5100 2.1729 -0.062 -0.073 0.077 -0.1301
C 2.7546 4.0346 2.6916 0.064 -0.031 0.070 -0.0901
Sb -0.6645 3.0078 0.1579 -0.233 0.048 -0.106 1.5639
C -2.0577 3.4221 1.7186 0.034 0.111 -0.085 -0.3689
C -3.1315 4.2952 1.5862 -0.007 -0.017 -0.011 -0.1226
C -4.0460 4.4453 2.6186 -0.060 0.088 -0.092 -0.0896
C -3.9006 3.7220 3.7888 -0.058 -0.023 0.117 -0.0922
C -2.8406 2.8419 3.9255 0.045 -0.068 0.078 -0.0793
C -1.9281 2.6927 2.8939 -0.004 -0.038 0.071 -0.1394
C -1.2415 4.5169 -1.2329 0.059 0.053 0.135 -0.4036
C -1.5383 4.1087 -2.5269 -0.005 -0.142 -0.062 -0.1397
C -1.9115 5.0290 -3.4948 -0.021 -0.034 -0.066 -0.0869
C -1.9894 6.3718 -3.1760 -0.027 0.072 -0.064 -0.0894
C -1.6946 6.7946 -1.8894 -0.003 0.066 0.049 -0.0850
C -1.3246 5.8726 -0.9254 0.039 0.024 0.081 -0.1494
H 4.3476 5.4405 2.4098 0.067 0.035 0.030 0.1011
H 3.4448 6.2864 0.2703 0.034 0.044 -0.030 0.1024
H 1.3566 5.3769 -0.6363 -0.005 0.000 -0.007 0.0900
H 1.0834 2.7118 2.7086 -0.021 -0.046 0.019 0.0918
H 3.1464 3.6554 3.6255 0.017 -0.018 0.045 0.1048
H -3.2702 4.8572 0.6751 -0.002 0.079 -0.122 0.0842
H -4.8789 5.1265 2.5024 -0.018 0.022 -0.006 0.1018
H -4.6181 3.8358 4.5895 -0.034 0.006 0.041 0.1008
H -2.7264 2.2563 4.8275 0.001 -0.028 0.050 0.1029
H -1.1204 1.9852 3.0071 0.105 -0.150 0.031 0.0678
H -1.4852 3.0584 -2.7889 0.007 -0.075 -0.017 0.0861
H -2.1431 4.6924 -4.4939 -0.025 -0.032 -0.112 0.1027
H -2.2811 7.0912 -3.9271 -0.021 0.056 -0.065 0.1014
H -1.7546 7.8435 -1.6369 -0.007 0.081 0.023 0.1028
H -1.0950 6.2156 0.0748 0.018 0.021 0.097 0.1055
```
Positions in Å, forces in eV/Å.

=====

Computed, not measured: 2 unconnected molecules or ions with the total composition C4H14NOS, with wB97M-V/def2-TZVPD.

Output
* energy: -18739.6193 eV
* energy above the lowest of the compared OMol25 structures with the same formula, charge and spin: 59.2 kcal/mol
* net charge: +1
* orbital gap: 9.56 eV
* 2S+1: 1

Structure (XYZ):
```
21
Properties=species:S:1:pos:R:3:forces:R:3:lowdin_charge:R:1
C 1.4440 0.1775 -0.6781 -0.662 0.596 -1.026 -0.1063
C 0.4005 -0.7431 -1.4757 0.892 1.664 -2.587 -0.2056
C -1.0340 -0.1065 -1.8271 0.422 -2.553 0.204 -0.4289
S -2.1851 -0.3336 -0.3384 0.175 0.341 1.068 0.7472
C -1.9739 -1.9428 0.8004 1.118 0.065 -1.768 -0.2897
N 0.6436 1.0759 0.2917 0.747 -3.694 1.463 0.1168
H 2.2923 -0.3497 -0.1938 -1.032 0.076 0.149 0.1370
H 1.9522 0.9235 -1.3002 -0.300 -0.568 -0.509 0.1216
H 0.2159 -1.7255 -1.0943 0.264 -0.383 0.703 0.0648
H 0.9386 -0.9178 -2.4628 -0.687 0.084 1.067 0.1303
H -1.5632 -0.6131 -2.7087 1.203 0.433 1.275 0.0971
H -0.9935 0.9439 -2.0963 -0.091 0.275 0.484 0.0665
H -1.5409 -1.7532 1.8255 -0.907 0.381 -1.154 0.0416
H -1.1398 -2.5495 0.2656 -2.092 0.384 0.835 0.0449
H -3.0589 -2.3099 0.7788 2.053 0.066 0.128 0.0514
H 0.6211 2.0731 0.0861 -0.389 -0.310 -0.232 0.1610
H -0.2605 0.4545 0.2771 0.075 2.309 0.513 0.0578
H 1.1126 0.9366 1.2266 -0.569 0.618 -1.024 0.1116
H 1.8745 2.7111 3.3290 -0.180 -0.447 -0.330 0.0756
H 0.6104 2.0266 2.6176 2.857 0.421 0.845 0.1027
O 1.6443 2.0220 2.6772 -2.897 0.241 -0.104 -0.0972
```
Positions in Å, forces in eV/Å.

=====

Among the records above, which one has the highest energy? C4H14NOS

=====

Which of these has the highest energy above the lowest of the compared OMol25 structures with the same formula, charge and spin? C4H14NOS

=====

Which of these has the highest orbital gap? C4H14NOS